*one*
The following is a quantum chemistry calculation of a 2-piece molecular cluster, C6H16N overall, from OMol25.

Structure (ORCA input):
```
! RIJCOSX wB97M-V def2-TZVPD def2/J DEFGRID3
* xyz 1 1
C 1.29 -0.05 -2.16
C 0.07 -0.39 -1.31
C 0.34 -0.10 0.12
C -0.73 0.37 0.99
C -0.82 -0.44 2.29
C -0.69 1.89 1.27
N -0.34 -1.79 -1.46
H 1.09 -0.10 -3.23
H 2.17 -0.63 -1.90
H 1.52 1.00 -1.94
H -0.78 0.23 -1.63
H 3.44 1.95 0.23
H 1.20 -0.60 0.56
H -1.66 0.21 0.43
H -0.82 -1.50 2.02
H 0.08 -0.29 2.90
H -1.69 -0.21 2.89
H 0.28 2.05 1.75
H -1.42 2.31 1.95
H -0.63 2.46 0.34
H -1.30 -1.94 -1.15
H 3.88 2.44 0.58
H 0.24 -2.37 -0.85
*
```

The molecular weight comes out at 102.20 g mol⁻¹. Its gap between HOMO and LUMO is 8.0974 eV.

*two*
The following is a quantum chemistry calculation of an isolated ion of composition C6H16N and charge +1, from OMol25.

Structure (ORCA input):
```
! RIJCOSX wB97M-V def2-TZVPD def2/J DEFGRID3
* xyz 1 1
C 1.33 2.67 0.78
C 0.06 2.21 0.10
C -0.18 0.70 0.27
C 0.86 -0.15 -0.48
C 0.62 -1.69 -0.54
C -0.57 -2.24 0.25
N -1.88 -1.95 -0.48
H 2.27 2.59 0.20
H 1.26 3.68 1.19
H 1.60 2.00 1.62
H 0.17 2.44 -0.96
H -0.77 2.78 0.54
H -0.30 0.50 1.32
H -1.14 0.48 -0.21
H 1.03 0.39 -1.41
H 1.79 0.00 0.06
H 0.38 -1.98 -1.58
H 1.51 -2.26 -0.25
H -0.71 -1.44 0.99
H -0.63 -3.22 0.72
H -1.76 -1.17 -1.13
H -2.27 -2.66 -1.12
H -2.68 -1.68 0.10
*
```

The molecular weight comes out at 102.20 g mol⁻¹. As for the SMILES: CCCCCC[NH3+]. Its gap between HOMO and LUMO is 10.9436 eV.

*two* has the most favorable energy; the next structure is 0.0954 hartree above.

*one*
The following is a quantum chemistry calculation of an isolated ion of composition C4H6NO and charge +1, from OMol25.

Structure (ORCA input):
```
! RIJCOSX wB97M-V def2-TZVPD def2/J DEFGRID3
* xyz 1 1
C 0.23 1.64 -0.13
C -0.16 0.70 0.80
C 0.42 -0.60 0.73
C -0.38 -1.56 -0.32
N -0.63 -0.98 -1.35
O -0.53 -0.13 -2.10
H 1.05 1.46 -0.93
H -0.26 2.64 -0.18
H -0.94 1.03 1.49
H 1.48 -0.52 0.50
H 0.18 -1.09 1.69
H -0.44 -2.60 -0.19
*
```

The molecular weight comes out at 84.10 g mol⁻¹. As for the SMILES: C=CCC=[N+]=O. Its gap between HOMO and LUMO (alpha / beta) is 7.7527 / 7.7535 eV.

*two*
The following is a quantum chemistry calculation of an isolated ion of composition C4H6NO and charge +1, from OMol25.

Structure (ORCA input):
```
! RIJCOSX wB97M-V def2-TZVPD def2/J DEFGRID3
* xyz 1 1
C 1.37 1.02 0.58
C -0.77 0.01 -0.28
C -0.36 -1.09 0.64
C 0.40 1.01 -0.29
N 1.21 -1.16 2.45
O 0.64 -0.51 1.69
H 2.38 1.12 0.86
H -0.85 -0.31 -1.25
H -1.55 0.61 0.09
H -1.23 -1.59 1.09
H 0.09 -1.88 -0.03
H 0.21 1.52 -1.23
*
```

The molecular weight comes out at 84.10 g mol⁻¹. Its gap between HOMO and LUMO (alpha / beta) is 8.1518 / 7.8678 eV.

*one* has the most favorable energy; the next structure is 0.1137 hartree above.

*one*
The following is a quantum chemistry calculation of a 10-piece molecular cluster, C20H60O10S10 overall, from OMol25.

Structure (ORCA input):
```
! RIJCOSX wB97M-V def2-TZVPD def2/J DEFGRID3
* xyz 0 1
C 34.51 23.26 8.53
S 32.83 23.36 9.29
O 32.11 24.49 8.54
C 31.97 21.90 8.47
H 35.30 23.94 8.86
H 34.29 23.36 7.47
H 35.02 22.30 8.58
H 31.87 22.14 7.41
H 30.98 21.76 8.90
H 32.56 20.98 8.50
C 34.10 24.81 0.48
S 35.02 24.36 2.01
O 36.22 23.53 1.56
C 33.86 23.12 2.66
H 34.43 25.74 0.04
H 33.08 25.13 0.70
H 34.06 24.11 -0.35
H 33.35 22.61 1.83
H 33.16 23.66 3.29
H 34.43 22.44 3.28
C 36.05 20.43 0.44
S 36.56 21.35 -1.16
O 37.68 20.56 -1.95
C 35.03 21.09 -1.99
H 35.55 19.48 0.25
H 35.20 20.93 0.89
H 36.90 20.43 1.11
H 34.92 20.02 -2.17
H 35.07 21.75 -2.86
H 34.11 21.40 -1.50
C 39.77 23.48 6.41
S 38.78 24.98 6.50
O 39.38 26.01 5.55
C 37.21 24.31 5.73
H 39.95 23.31 5.35
H 39.32 22.61 6.89
H 40.66 23.76 6.98
H 36.42 25.00 5.41
H 36.74 23.52 6.31
H 37.42 23.88 4.75
C 36.63 20.28 4.46
S 35.79 19.55 6.00
O 35.59 20.63 7.05
C 34.19 19.10 5.23
H 36.12 19.75 3.66
H 37.71 20.41 4.44
H 36.40 21.34 4.37
H 33.42 18.78 5.94
H 34.24 18.21 4.60
H 33.74 19.91 4.66
C 42.86 16.52 5.22
S 42.54 18.17 4.52
O 42.96 18.30 3.06
C 40.73 18.33 4.64
H 42.35 16.45 6.17
H 43.93 16.41 5.43
H 42.53 15.78 4.49
H 40.25 17.64 3.94
H 40.45 19.36 4.42
H 40.36 18.24 5.66
C 28.87 15.88 6.43
S 29.58 15.37 4.87
O 28.47 15.54 3.83
C 30.71 16.81 4.39
H 28.54 16.92 6.45
H 29.55 15.89 7.28
H 27.97 15.32 6.70
H 31.25 16.60 3.46
H 31.36 17.32 5.09
H 30.00 17.58 4.09
C 42.37 21.42 2.57
S 40.75 22.37 2.38
O 39.69 21.62 3.20
C 40.43 21.82 0.61
H 42.68 21.41 3.62
H 43.11 21.76 1.85
H 42.19 20.38 2.31
H 39.42 21.95 0.22
H 40.94 20.87 0.41
H 40.98 22.50 -0.05
C 33.96 17.62 9.01
S 32.14 17.85 9.04
O 31.70 17.71 7.55
C 31.50 16.38 9.90
H 34.37 17.63 10.02
H 34.49 18.45 8.54
H 34.23 16.67 8.53
H 31.87 15.46 9.46
H 30.41 16.43 9.86
H 31.85 16.33 10.94
C 27.27 20.75 6.55
S 28.32 19.52 5.49
O 28.06 19.77 3.94
C 29.96 20.36 5.69
H 27.87 21.13 7.38
H 26.26 20.53 6.89
H 27.31 21.69 6.02
H 30.00 21.42 5.94
H 30.50 20.27 4.75
H 30.62 19.73 6.30
*
```

The molecular weight comes out at 781.36 g mol⁻¹. Its gap between HOMO and LUMO is 8.5457 eV.

*two*
The following is a quantum chemistry calculation of a 10-piece molecular cluster, C20H60O10S10 overall, from OMol25.

Structure (ORCA input):
```
! RIJCOSX wB97M-V def2-TZVPD def2/J DEFGRID3
* xyz 0 1
C 12.01 18.38 6.58
S 13.41 18.74 7.73
O 13.83 20.19 7.41
C 12.48 18.90 9.30
H 11.08 18.77 7.01
H 11.71 17.34 6.58
H 12.16 18.81 5.59
H 12.36 17.99 9.89
H 11.44 19.20 9.15
H 13.07 19.65 9.81
C 13.78 19.80 13.86
S 12.06 19.27 13.47
O 11.70 19.75 12.08
C 12.44 17.52 13.17
H 14.29 19.06 14.47
H 13.84 20.74 14.41
H 14.35 19.82 12.93
H 13.09 17.17 13.97
H 13.10 17.45 12.31
H 11.51 16.98 12.99
C 9.35 12.74 12.36
S 7.89 11.62 12.21
O 6.64 12.45 11.75
C 8.37 10.45 10.88
H 9.45 13.38 11.48
H 10.28 12.23 12.60
H 9.14 13.40 13.20
H 8.56 10.99 9.95
H 7.55 9.79 10.62
H 9.24 9.89 11.21
C 12.18 12.65 9.97
S 13.20 13.62 11.14
O 14.57 13.06 10.87
C 13.00 15.21 10.19
H 11.33 13.21 9.59
H 11.87 11.79 10.56
H 12.87 12.47 9.15
H 13.67 15.96 10.62
H 11.96 15.53 10.25
H 13.22 15.17 9.12
C 16.48 14.03 13.21
S 18.11 14.24 12.37
O 19.00 14.85 13.45
C 18.57 12.56 11.99
H 16.69 13.63 14.20
H 15.84 13.31 12.70
H 15.99 15.00 13.14
H 18.05 12.21 11.10
H 18.29 11.98 12.87
H 19.65 12.60 11.83
C 8.77 18.64 10.45
S 9.28 17.28 9.31
O 9.48 16.02 10.16
C 7.73 17.23 8.37
H 7.93 18.32 11.06
H 8.49 19.55 9.91
H 9.49 18.98 11.19
H 7.61 18.08 7.70
H 6.89 17.22 9.05
H 7.82 16.32 7.78
C 8.03 13.32 8.56
S 8.84 13.89 6.95
O 9.97 12.83 6.88
C 7.58 13.21 5.83
H 8.71 13.27 9.41
H 7.56 12.35 8.40
H 7.15 13.88 8.88
H 7.56 12.12 5.76
H 7.89 13.60 4.86
H 6.55 13.50 6.03
C 16.07 17.44 9.92
S 16.16 18.46 11.45
O 15.86 17.56 12.68
C 17.97 18.94 11.50
H 16.30 16.38 10.00
H 16.77 17.81 9.17
H 15.07 17.39 9.48
H 18.62 18.07 11.56
H 18.15 19.54 12.39
H 18.13 19.51 10.58
C 15.93 7.76 9.96
S 14.13 7.44 10.05
O 13.77 7.54 11.52
C 13.48 9.05 9.20
H 16.33 7.91 8.96
H 16.33 6.91 10.51
H 16.02 8.60 10.65
H 14.09 9.90 9.49
H 12.42 9.23 9.36
H 13.62 8.86 8.13
C 15.57 8.23 13.78
S 15.06 9.88 14.36
O 16.35 10.67 14.24
C 14.07 10.41 12.83
H 16.16 7.79 14.59
H 16.07 8.47 12.84
H 14.68 7.61 13.62
H 14.01 11.50 12.88
H 13.12 9.88 12.78
H 14.77 10.32 12.00
*
```

The molecular weight comes out at 781.36 g mol⁻¹. Its gap between HOMO and LUMO is 7.8818 eV.

*two* has the most favorable energy; the next structure is 0.0769 hartree above.

*one*
The following is a quantum chemistry calculation of a 2-piece molecular cluster, C5H15N2 overall, from OMol25.

Structure (ORCA input):
```
! RIJCOSX wB97M-V def2-TZVPD def2/J DEFGRID3
* xyz 0 2
C -1.27 -0.93 1.44
C -1.29 -0.77 -0.07
C -0.57 0.46 -0.65
C 0.92 0.52 -0.33
C 1.77 -0.41 -1.20
N 1.63 -0.12 -2.62
N -0.74 1.44 2.48
H -2.24 -1.20 1.86
H -0.45 -1.52 1.84
H -0.85 -1.65 -0.53
H -2.33 -0.73 -0.39
H -1.05 1.36 -0.30
H -0.71 0.45 -1.74
H 1.26 1.54 -0.41
H 1.06 0.24 0.71
H 1.52 -1.45 -0.97
H 2.82 -0.28 -0.93
H 1.07 -0.77 -3.14
H 2.51 -0.01 -3.08
H -0.50 1.40 3.47
H -1.62 1.96 2.45
H -0.96 0.48 2.10
*
```

The molecular weight comes out at 103.19 g mol⁻¹. Its gap between HOMO and LUMO (alpha / beta) is 9.3741 / 8.9508 eV.

*two*
The following is a quantum chemistry calculation of a 2-piece molecular cluster, C5H15N2 overall, from OMol25.

Structure (ORCA input):
```
! RIJCOSX wB97M-V def2-TZVPD def2/J DEFGRID3
* xyz 0 2
N -2.41 -0.01 2.24
C -2.34 -0.98 1.34
N -1.29 -1.46 0.78
H -1.59 0.55 2.51
H -3.28 0.25 2.66
H -3.33 -1.38 1.01
H -1.38 -1.77 -0.19
H -0.41 -1.04 0.94
C 0.79 0.94 0.53
C 1.04 0.76 -0.99
C 2.51 0.41 -1.27
C 0.18 -0.33 -1.64
H -0.29 0.96 0.95
H 1.24 0.11 1.13
H 1.20 1.92 0.90
H 0.81 1.77 -1.34
H 2.71 0.32 -2.37
H 2.81 -0.52 -0.87
H 3.20 1.22 -0.86
H -0.90 -0.08 -1.48
H 0.30 -0.30 -2.76
H 0.42 -1.34 -1.24
*
```

The molecular weight comes out at 103.19 g mol⁻¹. Its gap between HOMO and LUMO (alpha / beta) is 4.7978 / 10.2179 eV.

*one* has the most favorable energy; the next structure is 0.0187 hartree above.